Record 1
C3H4N2O in the gas phase, computed with the ωB97M-V functional and the def2-TZVPD basis.

Summary:
Frontier orbital gap   8.01 eV
LUMO energy   -0.87 eV
Largest force on an atom   0.40 eV/A
Charge   0

XYZ file:
```
10
Properties=species:S:1:pos:R:3:lowdin_charge:R:1
O 1.71613 -0.95297 1.21104 0.017
C 1.16427 -1.90999 0.54060 -0.047
C -0.21705 -1.44777 0.04884 -0.129
N -0.50492 -0.24313 -0.11982 0.078
C -0.61883 1.07979 -0.35882 -0.350
N -0.20096 1.63721 -1.42690 0.062
H 1.15343 -0.13500 1.24301 0.108
H -0.92873 -2.23641 -0.21851 0.104
H -1.13797 1.57971 0.46951 0.127
H -0.42538 2.62855 -1.38895 0.032
```



Record 2
C5H10O in the gas phase, computed with the ωB97M-V functional and the def2-TZVPD basis.

Summary:
Frontier orbital gap   11.12 eV
LUMO energy   1.02 eV
Largest force on an atom   0.95 eV/A
Structure (SMILES)   OC1CCCC1
Charge   0

XYZ file:
```
16
Properties=species:S:1:pos:R:3:lowdin_charge:R:1
O -2.08201 0.15310 0.60285 -0.037
C -1.06894 0.19686 -0.38080 -0.389
C -0.22168 -1.09594 -0.42681 -0.154
C 0.98179 -0.84486 0.48132 -0.197
C 1.31833 0.61553 0.15438 -0.196
C -0.05189 1.29575 0.00999 -0.134
H -2.64628 -0.60258 0.39585 0.091
H -1.49243 0.37639 -1.37701 0.134
H -0.79660 -2.00965 -0.21395 0.114
H 0.15034 -1.19563 -1.45263 0.113
H 1.80262 -1.53202 0.25624 0.105
H 0.73019 -0.94933 1.54471 0.115
H 1.93298 1.09525 0.91881 0.104
H 1.87737 0.65695 -0.78871 0.108
H -0.38194 1.70531 0.96895 0.114
H -0.05187 2.13487 -0.69319 0.108
```



Record 3
A molecular structure, C19H36BIrN6S6 at a distorted geometry, computed with the ωB97M-V functional and the def2-TZVPD basis.

Summary:
Frontier orbital gap (spin up / spin down)   6.35 / 4.74 eV
LUMO energy (spin up / spin down)   -10.26 / -11.77 eV
Largest force on an atom   2.37 eV/A
<S²>   0.776
Charge   +3
Multiplicity   2

XYZ file:
```
69
Properties=species:S:1:pos:R:3:lowdin_charge:R:1
Ir -0.21798 -0.34048 0.68027 0.407
C 2.34970 0.60629 3.09852 -0.439
C 2.40973 -0.90770 3.24054 -0.423
S 1.81473 -1.82969 1.76477 0.879
C 0.85712 -3.18071 2.53456 -0.482
C -0.27330 -2.78549 3.47628 -0.438
S -1.24760 -1.27913 3.05071 0.861
C -0.75413 -0.09537 4.37375 -0.443
C -0.37823 1.27791 3.85826 -0.451
S 0.80483 1.34467 2.45539 0.847
H 3.10411 0.96123 2.39444 0.089
H 2.54451 1.06949 4.06815 0.112
H 1.82886 -1.26229 4.08771 0.068
H 3.45143 -1.20341 3.38822 0.109
H 1.56930 -3.81197 3.07123 0.111
H 0.48140 -3.74781 1.68309 0.039
H 0.07508 -2.65908 4.50029 0.091
H -1.00593 -3.59477 3.47627 0.100
H 0.04497 -0.53385 4.96521 0.080
H -1.62941 0.01795 5.01842 0.105
H 0.05104 1.87299 4.66805 0.112
H -1.26101 1.79283 3.47879 0.079
C 4.19450 -1.15610 -0.88990 -0.019
N 3.13468 -1.92444 -1.48246 -0.114
C 3.24163 -3.19910 -1.93731 0.020
C 2.03989 -3.52810 -2.50076 0.004
N 1.19555 -2.46792 -2.38958 0.003
B -0.01085 -2.30961 -3.34667 -0.425
N -1.35637 -1.88785 -2.72764 0.024
C -2.34997 -1.42911 -3.53773 -0.003
C -3.48995 -1.28878 -2.80380 0.034
N -3.20015 -1.67351 -1.53309 -0.107
C -4.13408 -1.73299 -0.44342 -0.004
C -1.89595 -2.03110 -1.49915 -0.681
S -1.10251 -2.57488 -0.09221 0.763
C 1.88041 -1.49466 -1.75042 -0.704
S 1.31806 0.05569 -1.32479 0.740
H 4.87549 -1.81787 -0.35938 0.112
H 3.77676 -0.42598 -0.19967 0.051
H 4.76388 -0.62794 -1.65838 0.122
H 4.14557 -3.77032 -1.84898 0.149
H 1.76085 -4.44507 -2.97835 0.144
H 0.28663 -1.48191 -4.14724 0.098
H -0.18282 -3.34215 -3.90809 0.102
H -2.18454 -1.25637 -4.57992 0.150
H -4.46140 -0.94490 -3.09457 0.152
H -4.90579 -0.98273 -0.58658 0.112
H -3.62378 -1.55042 0.50090 0.065
H -4.61531 -2.71080 -0.40457 0.121
C -1.45013 4.03490 1.25518 -0.060
N -0.67757 3.76897 0.06372 -0.198
C 0.53913 4.54726 -0.04782 -0.021
C -1.02339 2.81929 -0.80954 -0.629
S -1.83307 1.39339 -0.17817 0.693
N -0.82752 2.92728 -2.11305 -0.153
C -0.52071 4.18404 -2.77140 0.003
C -1.01690 1.82820 -3.02729 -0.089
H -1.73400 5.08914 1.25125 0.119
H -0.86985 3.84509 2.16025 0.077
H -2.36124 3.44096 1.27072 0.064
H 1.04764 4.52500 0.91724 0.102
H 0.33686 5.59132 -0.28520 0.112
H 1.20339 4.12198 -0.79107 0.097
H -0.88461 5.02871 -2.19395 0.108
H -1.01680 4.19637 -3.74153 0.116
H 0.54816 4.29439 -2.95214 0.113
H -1.08703 0.88590 -2.49057 -0.008
H -0.16841 1.78920 -3.70963 0.112
H -1.92362 1.97592 -3.61613 0.119
```



Record 4
4 unconnected molecules or ions with the total composition C16H35N3O5, computed with the ωB97M-V functional and the def2-TZVPD basis.

Summary:
Frontier orbital gap   9.31 eV
LUMO energy   0.44 eV
Largest force on an atom   0.62 eV/A
Structure (SMILES)   CC(C)CCCOC=O.CN(C)C=O.CN(C)C=O.CN(C)C=O
Charge   0

XYZ file:
```
59
Properties=species:S:1:pos:R:3:lowdin_charge:R:1
C 2.68216 -0.26853 -0.86532 -0.094
C 3.04404 1.06838 -1.52577 -0.421
C 3.75206 0.78181 -2.85881 -0.086
C 1.82864 1.98414 -1.76653 -0.181
C 0.53613 1.23059 -2.12234 -0.191
C -0.50527 2.19623 -2.65474 -0.165
O -1.62162 1.54945 -3.32187 -0.037
C -2.00671 0.36255 -2.82395 -0.367
O -2.05225 -0.64067 -3.47320 0.091
H 2.24322 -0.95154 -1.60170 0.078
H 1.96973 -0.14905 -0.04844 0.051
H 3.58090 -0.75396 -0.47438 0.078
H 3.74274 1.59348 -0.86696 0.127
H 4.64876 0.17735 -2.68362 0.077
H 3.09898 0.19342 -3.51100 0.077
H 4.04842 1.70632 -3.35922 0.074
H 1.62408 2.62649 -0.90620 0.103
H 2.05925 2.64605 -2.61292 0.108
H 0.74770 0.45876 -2.87031 0.124
H 0.16018 0.75372 -1.21032 0.115
H -0.08257 2.86022 -3.41060 0.127
H -0.90497 2.82376 -1.84798 0.130
H -2.34798 0.39471 -1.77569 0.151
C -3.77178 -2.60613 -5.28338 -0.063
N -4.65821 -2.71202 -6.42687 -0.200
C -5.35182 -3.96038 -6.68440 -0.049
C -4.86561 -1.68281 -7.27051 -0.358
O -5.59960 -1.72559 -8.23972 0.005
H -2.96353 -3.33644 -5.35870 0.092
H -4.32029 -2.78753 -4.35703 0.091
H -3.33642 -1.61271 -5.24105 0.056
H -5.08330 -4.35383 -7.66543 0.091
H -6.43190 -3.80982 -6.67055 0.090
H -5.07734 -4.68167 -5.91815 0.083
H -4.29682 -0.77871 -6.99567 0.134
C 3.35842 1.60645 4.68382 -0.052
N 2.67743 1.16554 3.48043 -0.178
C 2.39305 -0.24948 3.30439 -0.038
C 2.31937 2.01564 2.50642 -0.337
O 1.74802 1.68832 1.47910 -0.001
H 4.32772 1.11049 4.76582 0.094
H 2.77345 1.36436 5.56936 0.059
H 3.52314 2.68175 4.63543 0.083
H 2.89637 -0.62753 2.41331 0.085
H 1.32256 -0.41218 3.17328 0.081
H 2.73202 -0.78898 4.18416 0.080
H 2.59353 3.06230 2.71998 0.134
C -1.69279 -0.48756 7.57263 -0.056
N -0.46803 -0.17407 6.86414 -0.192
C -0.51377 0.75470 5.74652 -0.029
C 0.71441 -0.70851 7.21386 -0.338
O 1.76931 -0.47916 6.65088 0.002
H -2.42207 -0.94102 6.89900 0.091
H -2.12949 0.41452 8.00508 0.090
H -1.47909 -1.18942 8.37599 0.083
H -0.16810 0.27292 4.83149 0.080
H 0.12695 1.61634 5.93819 0.093
H -1.53731 1.09323 5.60830 0.088
H 0.64587 -1.38469 8.08179 0.135
```



Record 5
C5H12N2O in the gas phase, computed with the ωB97M-V functional and the def2-TZVPD basis.

Summary:
Frontier orbital gap   4.07 eV
LUMO energy   -3.38 eV
Largest force on an atom   0.98 eV/A
Charge   0

XYZ file:
```
20
Properties=species:S:1:pos:R:3:lowdin_charge:R:1
C 0.43784 0.94191 -0.07596 -0.260
N 0.36871 1.62002 1.16040 0.033
C -0.07558 0.85147 2.35572 -0.359
N 0.18852 -0.49591 2.21517 0.085
C -0.87559 0.29510 -0.53792 -0.088
C -0.12160 -2.10050 -1.13400 -0.047
C -0.39867 -0.69363 -1.68234 -0.557
O 0.62906 -0.15355 -2.31140 -0.074
H 1.18585 0.13587 0.04110 0.132
H 0.77940 1.64050 -0.83745 0.130
H -0.06438 2.53457 1.12309 0.128
H 0.28125 1.37547 3.24325 0.118
H -1.17277 0.94741 2.31329 0.142
H 0.70173 -0.80199 3.04107 0.041
H 0.45779 -2.61543 -1.89295 0.075
H -1.58088 1.04680 -0.88297 0.112
H -1.28635 -0.31424 0.27467 0.095
H -1.03116 -2.68297 -1.02712 0.072
H 0.42312 -2.04063 -0.20473 0.060
H -1.29617 -0.70350 -2.33986 0.157
```



Record 6
2 unconnected molecules or ions with the total composition C5H6FNO at a distorted geometry, computed with the ωB97M-V functional and the def2-TZVPD basis.

Summary:
Frontier orbital gap   8.59 eV
LUMO energy   -1.17 eV
Largest force on an atom   13.81 eV/A
Charge   0

XYZ file:
```
14
Properties=species:S:1:pos:R:3:lowdin_charge:R:1
C 0.24754 -1.60126 -0.25231 -0.076
C -0.42837 -0.41221 0.35308 -0.205
C 0.61824 0.63784 0.74799 -0.196
C -0.46518 1.00809 -0.29625 -0.486
C 0.38361 1.28489 -1.49954 0.010
H -0.32448 -2.00669 -1.02615 0.065
H 1.31865 -1.31604 -0.48100 0.090
H 0.50530 -2.23227 0.56385 0.075
H -1.18654 -0.86189 1.09590 0.177
H 1.70345 0.52498 0.44782 0.167
H -2.60551 1.10200 0.45356 0.358
N 1.56271 0.87871 -2.15408 0.096
O -1.42659 1.94313 0.09903 -0.081
F 0.09718 1.05070 1.94809 0.004
```